Entry 1:
Formula: C21H38O11S
Source: the Open Molecules 2025 dataset
Level of theory: ωB97M-V/def2-TZVPD

Orbital gap = 9.7 eV
E_LUMO = 0.2 eV
Relative energy (zero: lowest compared OMol25 entry of this formula, charge and spin) = 0.000 eV
HOMO level = -9.51 eV
SMILES = C[C@H]1COC(=O)O1.C[C@H]1COC(=O)O1.O=S1(=O)CCCC1.CC(C)=O.CC(C)=O.CC(C)=O

Geometry as ORCA input:
```
! RIJCOSX wB97M-V def2-TZVPD def2/J DEFGRID3
* xyz 0 1
C -7.99 -6.24 33.71
C -7.56 -5.70 32.38
C -7.46 -4.16 32.31
O -6.13 -3.90 31.90
C -5.45 -5.07 31.74
O -4.33 -5.13 31.37
O -6.23 -6.12 32.05
H -9.06 -6.06 33.83
H -7.50 -5.71 34.53
H -7.83 -7.31 33.78
H -8.23 -6.05 31.58
H -7.69 -3.76 33.30
H -8.19 -3.72 31.62
C -12.74 0.64 31.06
C -12.24 -0.06 29.82
C -10.87 0.36 29.32
O -9.99 -0.63 29.90
C -10.71 -1.68 30.31
O -10.26 -2.68 30.76
O -12.04 -1.46 30.12
H -12.03 0.61 31.89
H -13.65 0.15 31.40
H -12.88 1.71 30.85
H -13.00 0.00 29.06
H -10.58 1.35 29.64
H -10.77 0.27 28.24
O -12.77 2.57 28.50
S -13.39 3.78 28.02
O -13.48 4.06 26.62
C -15.03 3.94 28.77
C -14.98 5.23 29.58
C -13.55 5.37 30.10
C -12.65 5.18 28.88
H -15.34 3.04 29.30
H -15.70 4.01 27.91
H -15.21 6.06 28.91
H -15.70 5.22 30.39
H -13.29 4.55 30.79
H -13.38 6.30 30.63
H -11.59 4.98 29.01
H -12.75 6.04 28.21
C -6.92 1.62 29.36
C -7.49 2.02 28.01
C -6.59 1.93 26.80
O -8.64 2.36 27.89
H -6.35 2.45 29.76
H -6.29 0.74 29.21
H -7.76 1.35 29.99
H -5.52 1.96 27.02
H -6.86 2.72 26.10
H -6.80 0.97 26.31
C -12.89 -3.78 26.35
C -13.16 -2.30 26.26
C -14.15 -1.73 27.25
O -12.60 -1.60 25.45
H -12.87 -4.08 27.41
H -11.93 -4.00 25.88
H -13.66 -4.34 25.83
H -14.33 -0.68 27.04
H -13.76 -1.87 28.25
H -15.05 -2.36 27.19
C -9.12 3.37 34.81
C -8.77 2.41 33.69
C -9.07 2.89 32.28
O -8.33 1.32 33.92
H -8.41 3.25 35.63
H -10.10 3.04 35.17
H -9.16 4.41 34.50
H -8.34 3.61 31.91
H -10.00 3.47 32.34
H -9.26 2.05 31.61
*
```

Entry 2:
Formula: C24H27N3O3
Source: the Open Molecules 2025 dataset
Level of theory: ωB97M-V/def2-TZVPD

Orbital gap = 9.6 eV
E_LUMO = 0.5 eV
Relative energy (zero: lowest compared OMol25 entry of this formula, charge and spin) = 0.545 eV
HOMO level = -9.10 eV
SMILES = N#CC[C@H](Cc1ccccc1)N1CC[C@@H](NC(=O)OCc2ccccc2)CCC1=O

Geometry as ORCA input:
```
! RIJCOSX wB97M-V def2-TZVPD def2/J DEFGRID3
* xyz 0 1
N 3.62 2.46 -0.58
C 2.75 1.76 -0.38
C 1.65 0.86 -0.11
C 1.31 0.88 1.39
C 2.47 0.33 2.24
C 2.09 0.37 3.70
C 2.10 1.57 4.39
C 1.69 1.63 5.71
C 1.25 0.48 6.35
C 1.23 -0.72 5.67
C 1.65 -0.77 4.35
N 0.07 0.16 1.67
C -0.08 -1.20 1.22
C -0.98 -1.32 -0.02
C -1.99 -0.17 -0.11
N -2.69 -0.22 -1.37
C -2.10 0.30 -2.47
O -1.07 0.94 -2.45
O -2.81 0.03 -3.58
C -2.24 0.51 -4.80
C -0.93 -0.18 -5.11
C -0.85 -1.57 -5.03
C 0.35 -2.21 -5.27
C 1.48 -1.48 -5.61
C 1.40 -0.10 -5.70
C 0.20 0.55 -5.44
C -2.96 -0.14 1.06
C -2.25 0.07 2.41
C -0.95 0.84 2.27
O -0.83 1.98 2.65
H 1.95 -0.14 -0.43
H 0.80 1.17 -0.71
H 1.11 1.91 1.70
H 2.71 -0.69 1.95
H 3.35 0.96 2.06
H 2.44 2.47 3.89
H 1.70 2.57 6.24
H 0.92 0.53 7.38
H 0.89 -1.62 6.16
H 1.63 -1.72 3.82
H -0.49 -1.80 2.04
H 0.91 -1.60 1.00
H -0.37 -1.29 -0.93
H -1.51 -2.28 0.00
H -1.44 0.78 -0.14
H -3.47 -0.85 -1.50
H -2.08 1.59 -4.73
H -2.99 0.29 -5.56
H -1.73 -2.13 -4.76
H 0.41 -3.29 -5.20
H 2.41 -1.98 -5.81
H 2.27 0.48 -5.96
H 0.15 1.63 -5.49
H -3.65 0.69 0.90
H -3.55 -1.06 1.09
H -2.89 0.66 3.08
H -2.06 -0.89 2.90
*
```